14
Properties=species:S:1:pos:R:3 method="wB97M-V/def2-TZVPD" mol_weight_g_mol=111.12 lumo_energy_ev="0.84 / -2.77" spin_multiplicity=3 total_energy_ha=-386.5794 relative_energy_kcal_mol=0.0 homo_ev="-5.64 / -11.31" gap_ev="6.48 / 8.55"
C 0.0084 -2.1047 -0.0330
C 0.1214 0.9279 0.0901
C 0.8762 1.9158 0.4084
C 0.1957 0.0260 -1.1344
C -0.8324 0.0934 0.8098
C -0.7562 -0.9693 -0.4065
N 0.6536 -2.9732 0.3409
F -1.9186 -1.2729 -0.9759
H 1.0327 2.3925 1.3190
H 1.7076 2.1255 -0.1560
H 0.1304 0.3581 -2.1854
H 1.1724 -0.4637 -0.9682
H -0.4834 -0.2660 1.8132
H -1.9078 0.2107 1.0779